[1]
C20H44GdNOP3Se | the ωB97M-V functional and the def2-TZVPD basis

Structure (XYZ):
```
71
Properties=species:S:1:pos:R:3
H -2.685 0.210 -2.231
H 1.044 -1.376 4.139
H 3.258 2.188 0.400
H -2.406 3.054 0.466
H 0.168 -0.511 -2.164
H 0.742 -3.025 3.486
P 0.283 1.586 1.853
H 0.957 -2.788 5.251
H -0.676 2.940 3.633
H 1.836 0.740 3.522
H -2.694 -1.768 3.585
H -3.754 2.484 -0.555
N -0.903 -2.187 4.499
C 1.211 1.384 -5.883
H -3.947 -0.608 1.588
H -4.146 -0.133 -1.257
H -0.066 -4.509 -4.185
H 4.107 0.182 1.884
C -1.455 -2.095 5.852
H -0.714 -1.450 -6.343
C -3.777 0.445 1.345
H -0.776 -2.609 6.549
C -1.028 2.087 3.035
H 1.458 2.399 -3.959
C 0.595 0.303 -6.527
H -1.241 1.259 3.722
H 0.503 4.016 1.788
C -1.609 -1.847 3.440
P 2.519 -0.149 0.081
H 0.803 0.147 -7.581
H -1.260 -3.114 -4.263
C 0.109 0.744 -3.857
H -2.447 -2.586 5.877
C -0.257 -0.573 -5.828
H 0.499 -3.865 -1.769
C -2.682 2.356 -0.332
P -2.389 0.615 0.173
C 3.969 -0.562 1.094
H 4.133 1.359 -0.931
H -1.049 -2.699 -1.846
H -2.102 2.603 -1.226
C 0.548 -2.342 4.336
C 2.919 -1.046 -1.477
H 2.665 1.861 2.406
Gd -0.140 -1.167 0.449
C 1.739 1.681 2.967
H 1.843 2.088 -6.445
H 4.860 -0.580 0.458
C -0.528 -3.668 -3.644
H 2.636 -2.104 -1.417
H 2.436 -0.592 -2.356
H -1.567 -1.053 6.199
H 4.010 -0.953 -1.577
H -1.141 -1.012 -3.905
H 1.377 3.280 0.427
C 0.982 1.604 -4.526
C -0.303 -3.352 -2.341
C 0.464 3.228 1.024
H -3.579 0.989 2.275
C -0.500 -0.346 -4.487
H 1.608 2.494 3.695
Se 0.034 0.951 -1.903
H 3.821 -1.549 1.539
H -0.375 3.433 0.353
C 3.152 1.506 -0.454
O -1.042 -1.653 2.299
H -1.953 2.383 2.528
H -2.827 -1.318 -1.327
C -3.061 -0.245 -1.306
H 2.455 1.958 -1.175
H -4.660 0.876 0.860
```

As for the largest force on an atom: 2.3 eV/A. For the HOMO-LUMO gap (alpha / beta), the calculation gives 6.96 / 4.31 eV. As for the net charge: +3. Its LUMO energy (alpha / beta) is -9.42 / -12.05 eV. The spin multiplicity is 8. As for the energy relative to the best compared isomer or geometry (same formula, charge and spin): 0.0 kJ/mol.


[2]
C4H8N2 | the ωB97M-V functional and the def2-TZVPD basis

Structure (XYZ):
```
14
Properties=species:S:1:pos:R:3
C -0.007 -0.037 -0.869
C 0.658 -0.777 1.457
H 1.398 0.951 0.263
N 0.137 0.859 -1.965
N -1.838 -1.884 -1.030
H 0.769 -0.173 2.364
H -0.734 0.992 -2.464
C 0.726 0.095 0.243
H 0.838 0.544 -2.625
H -1.003 1.445 1.010
H -0.292 -1.319 1.516
C -1.010 -1.076 -0.957
H -1.006 1.795 1.666
H 1.472 -1.512 1.453
```

As for the largest force on an atom: 1.0 eV/A. For the HOMO-LUMO gap, the calculation gives 10.22 eV. Its SMILES is C/C=C(/N)C#N.[H][H]. As for the net charge: 0. Its LUMO energy is 0.77 eV. The spin multiplicity is 1. As for the energy relative to the best compared isomer or geometry (same formula, charge and spin): 168.4 kJ/mol.


[3]
C23H21N5OS2 | the ωB97M-V functional and the def2-TZVPD basis

Structure (XYZ):
```
52
Properties=species:S:1:pos:R:3
C -0.212 3.875 0.631
H 2.222 -5.317 2.174
S -4.782 3.608 2.968
C -6.058 2.909 3.909
H 3.287 -1.256 -6.677
C 1.444 -4.801 -1.073
H 1.290 -5.342 -1.995
C 2.164 -0.301 -4.452
C -5.749 1.639 4.305
C 3.341 -1.306 -2.157
H 4.683 -0.360 -6.086
C -4.486 1.212 3.861
H -6.408 1.030 4.899
C 2.144 -0.604 -2.079
S 1.318 2.321 -1.142
N -0.797 2.899 1.371
N 0.823 0.663 0.966
C 1.222 3.512 0.237
N 0.895 -0.642 1.258
H -1.988 1.128 2.694
C 1.965 -4.787 1.269
H 4.863 -2.053 -3.445
H -7.978 3.082 4.798
H 1.775 3.087 1.073
H 0.625 0.447 -3.163
N 1.548 -0.387 -0.821
H -7.060 4.595 4.738
H 1.703 0.095 -5.345
C -2.533 2.068 2.536
C 3.934 -1.506 -3.388
C 4.022 -1.202 -5.878
C 1.325 -1.282 0.204
C 1.554 -0.097 -3.229
C 3.357 -1.007 -4.551
C 1.290 -3.428 -1.054
H 3.797 -1.692 -1.258
H 1.911 -6.555 0.061
C 1.788 -5.483 0.083
C 1.208 0.820 -0.276
H 4.621 -2.109 -5.883
C -7.296 3.679 4.197
H -7.796 3.962 3.271
C 1.488 -2.723 0.131
O -0.717 4.925 0.318
H 1.001 -2.909 -1.956
C 1.814 -3.415 1.297
H -0.283 2.012 1.517
N -2.037 3.037 1.873
H -4.070 0.244 4.075
H 1.943 -2.857 2.211
C -3.828 2.163 3.121
H 1.715 4.408 -0.137
```

As for the largest force on an atom: 1.2 eV/A. For the HOMO-LUMO gap, the calculation gives 8.05 eV. Its SMILES is Cc1ccc(-n2c(SCC(=O)N/N=C/c3ccc(C)s3)nnc2-c2ccccc2)cc1. As for the net charge: 0. Its LUMO energy is 0.41 eV. The spin multiplicity is 1.


[4]
C8H10N2O3 | the ωB97M-V functional and the def2-TZVPD basis

Structure (XYZ):
```
23
Properties=species:S:1:pos:R:3
H -0.774 2.352 1.261
H 1.321 -3.074 0.096
H 3.188 0.796 0.025
C 0.169 0.141 1.212
H -2.629 -1.405 -2.561
N 1.108 0.907 0.543
H 0.378 0.161 2.252
C 2.303 0.204 0.292
C 0.934 2.255 0.362
O -0.119 2.978 0.784
C 0.119 -1.382 0.834
O -1.008 -1.531 -0.033
O -1.199 0.547 0.865
C 1.423 -2.032 0.446
N -2.760 -0.437 -2.353
H 3.279 -1.463 -0.359
C 2.377 -1.151 0.098
H -2.692 1.122 -1.039
H -3.097 0.104 -3.133
H 1.732 2.937 0.248
C -2.218 0.135 -1.248
C -1.536 -0.326 -0.265
H -0.299 -1.839 1.674
```

As for the largest force on an atom: 4.3 eV/A. For the HOMO-LUMO gap (alpha / beta), the calculation gives 6.33 / 7.27 eV. As for the net charge: 0. Its LUMO energy (alpha / beta) is 0.12 / 0.75 eV. The spin multiplicity is 1. As for the energy relative to the best compared isomer or geometry (same formula, charge and spin): 571.4 kJ/mol.


[5]
C6H14NS | the ωB97M-V functional and the def2-TZVPD basis

Structure (XYZ):
```
22
Properties=species:S:1:pos:R:3
H 1.472 -1.125 1.423
C 0.154 -0.902 -3.000
C 0.252 0.386 1.920
H 0.776 1.063 -2.342
H 2.066 -0.183 -2.294
C -0.324 -1.337 -1.614
H -0.216 0.798 3.980
C -0.533 0.934 2.923
S 1.105 -2.128 -0.597
H 0.592 -1.759 -3.553
C -1.876 1.627 2.621
H -2.746 1.242 3.167
N 1.469 -0.305 2.062
H -0.112 0.402 0.880
H -2.086 1.572 1.539
H -1.787 2.702 2.864
H 1.548 0.554 -3.852
H -0.718 -0.524 -3.567
H 1.599 -0.595 3.062
C 1.211 0.201 -2.877
H -0.790 -0.478 -1.086
H -1.057 -2.145 -1.657
```

As for the largest force on an atom: 1.8 eV/A. For the HOMO-LUMO gap, the calculation gives 6.52 eV. As for the net charge: -1. Its LUMO energy is 3.78 eV. The spin multiplicity is 1. As for the energy relative to the best compared isomer or geometry (same formula, charge and spin): 44.7 kJ/mol.


[6]
C3H5BO3 | the ωB97M-V functional and the def2-TZVPD basis

Structure (XYZ):
```
12
Properties=species:S:1:pos:R:3
C 1.674 -0.018 0.287
H -2.168 1.768 -0.290
B -1.815 -0.380 0.079
O -3.082 -0.795 0.020
H 1.905 0.599 -0.597
H 1.992 0.053 1.316
H 2.348 -2.236 -0.532
O -0.816 -1.372 0.066
H -3.646 -0.060 0.286
C 0.596 -1.030 0.024
O -1.552 0.960 -0.120
C 1.768 -1.512 -0.171
```

As for the largest force on an atom: 12.7 eV/A. For the HOMO-LUMO gap (alpha / beta), the calculation gives 4.90 / 9.17 eV. As for the net charge: 0. Its LUMO energy (alpha / beta) is 0.18 / -1.62 eV. The spin multiplicity is 3.


[7]
C4H5NO | the ωB97M-V functional and the def2-TZVPD basis

Structure (XYZ):
```
11
Properties=species:S:1:pos:R:3
C -0.752 0.651 0.387
C 0.350 1.055 -0.544
N 0.655 -1.386 0.502
O -1.673 1.334 0.784
H -1.498 -1.436 0.855
H 1.478 -0.955 0.909
C -0.683 -0.832 0.479
H 1.376 1.036 -0.168
H 0.133 1.980 -1.085
C 0.164 -1.219 -0.726
H 0.454 -0.180 -1.391
```

As for the largest force on an atom: 1.2 eV/A. For the HOMO-LUMO gap, the calculation gives 8.95 eV. As for the net charge: 0. Its LUMO energy is -0.05 eV. The spin multiplicity is 1. As for the energy relative to the best compared isomer or geometry (same formula, charge and spin): 474.3 kJ/mol.


[8]
C2HBr2NO | the ωB97M-V functional and the def2-TZVPD basis

Structure (XYZ):
```
7
Properties=species:S:1:pos:R:3
C -1.078 -0.775 -0.520
H -1.147 0.222 1.051
Br 2.268 -0.685 0.224
O -1.357 -1.430 -1.414
C 0.941 0.686 0.696
N -0.581 -0.167 0.413
Br 0.955 2.149 -0.451
```

As for the largest force on an atom: 4.2 eV/A. For the HOMO-LUMO gap (alpha / beta), the calculation gives 7.53 / 7.53 eV. As for the net charge: 0. Its LUMO energy (alpha / beta) is -0.65 / -0.65 eV. The spin multiplicity is 1. As for the energy relative to the best compared isomer or geometry (same formula, charge and spin): 250.9 kJ/mol.


[9]
Cl2In2O24P6Y4 | the ωB97M-V functional and the def2-TZVPD basis

Structure (XYZ):
```
38
Properties=species:S:1:pos:R:3
O 1.796 -5.458 0.698
P 2.630 -5.573 -0.560
O 0.405 -0.847 1.183
P -5.717 2.384 -3.404
Y 1.900 0.856 3.488
O -4.828 1.852 -2.134
O 2.268 -0.431 -6.887
O 0.306 -1.629 -1.206
O -5.302 3.823 -3.935
O -0.055 -0.664 5.716
Y -3.840 2.751 0.770
O 0.036 3.329 3.952
O -1.370 4.616 2.014
P -0.657 -0.880 7.163
O -1.728 0.142 7.529
O -6.952 1.777 -3.856
O 3.232 -0.384 -4.604
O 1.641 0.119 -0.801
P 1.992 -0.753 -5.459
O 3.162 -6.970 -0.634
In -0.782 -4.045 3.665
Cl 4.905 0.005 1.403
Cl -0.787 4.024 -2.749
O 1.887 -2.227 -4.874
O -4.782 1.715 -4.412
O 0.986 3.479 1.843
O 0.192 5.732 2.973
O 2.014 -5.263 -1.792
P 0.261 -0.389 -0.341
O -0.925 0.589 -0.627
Y 3.009 -2.184 -2.081
In 3.669 3.700 -1.553
O 0.617 -1.167 8.052
P 0.065 4.232 2.713
O -1.177 -2.288 7.268
O 0.574 -0.166 -5.026
O 3.608 -4.363 -0.064
Y -2.251 0.555 -3.430
```

As for the largest force on an atom: 7.5 eV/A. For the HOMO-LUMO gap, the calculation gives 1.31 eV. As for the net charge: -2. Its LUMO energy is -1.31 eV. The spin multiplicity is 1.


[10]
C25H45HoN2P3SSe | the ωB97M-V functional and the def2-TZVPD basis

Structure (XYZ):
```
78
Properties=species:S:1:pos:R:3
H -2.139 0.309 7.873
N 1.312 -0.489 4.059
H -1.773 4.712 0.021
C -1.361 0.157 7.119
H -4.156 -2.163 0.378
C 0.603 -0.325 5.253
C -0.311 0.689 5.039
C 2.059 -2.501 -6.124
C 1.578 -1.721 -7.175
H -0.485 -1.495 8.235
C 2.601 3.269 -0.559
H 2.819 3.441 -3.653
H -2.572 -3.766 0.878
S 0.291 -0.873 -2.940
Se 1.598 0.501 1.387
H 1.189 -3.586 0.316
C -1.330 0.949 5.959
H -3.787 1.743 -1.758
H -3.955 -0.467 -0.183
H -3.423 -1.387 2.562
Ho -0.036 0.429 -0.909
H 3.423 0.277 -2.685
H 2.998 -1.224 3.096
C -3.500 -1.466 -0.162
C -2.822 2.234 1.151
C 0.881 0.389 3.106
H -0.273 0.540 -5.389
H -2.047 1.742 5.752
C 2.257 -1.566 3.829
H -0.037 -5.185 -1.225
H -3.326 3.196 1.321
H 1.787 3.950 -0.293
H -3.568 1.431 1.101
P 2.034 2.067 -1.821
C 0.751 -0.623 -6.925
C -1.019 3.951 -0.215
H 2.904 2.723 0.343
C 3.626 1.265 -2.257
H -3.746 3.502 -1.382
C -3.146 2.631 -1.673
H 2.315 -3.169 -1.091
H 2.067 -2.776 -3.970
H 3.456 3.832 -0.963
H 1.222 4.003 -3.050
C 0.593 -1.137 6.389
H -2.288 -0.011 2.630
C 1.716 -2.193 -4.819
H 1.829 -1.973 -8.203
H -2.143 2.035 1.995
H 0.404 -0.030 -7.769
H -3.378 -1.813 -1.197
H 1.194 -4.783 -2.559
H -0.486 4.226 -1.135
H -0.595 1.893 3.264
H -1.734 -1.632 3.094
H -0.961 -3.654 0.096
H 2.742 -1.800 4.785
H -1.118 -3.421 1.853
H 1.330 -1.938 6.492
H 1.331 2.542 -4.084
C 0.385 -0.303 -5.620
H -2.665 2.812 -2.644
H -0.290 3.890 0.606
P -1.873 2.343 -0.403
C 0.861 -4.641 -1.526
C 1.518 -3.808 -0.706
H 4.148 1.880 -3.005
C 1.827 3.124 -3.297
P -1.854 -1.435 0.664
H 1.768 -2.477 3.446
C -0.413 -0.871 7.334
C 0.843 -1.118 -4.570
H -0.532 0.520 -2.821
C -2.379 -1.079 2.396
N -0.090 1.136 3.729
H 4.249 1.155 -1.363
H 2.709 -3.350 -6.312
C -1.604 -3.239 0.882
```

As for the largest force on an atom: 4.6 eV/A. For the HOMO-LUMO gap (alpha / beta), the calculation gives 5.56 / 5.67 eV. As for the net charge: +3. Its LUMO energy (alpha / beta) is -10.51 / -10.40 eV. The spin multiplicity is 5. As for the energy relative to the best compared isomer or geometry (same formula, charge and spin): 0.0 kJ/mol.


[11]
C4H5NO | the ωB97M-V functional and the def2-TZVPD basis

Structure (XYZ):
```
11
Properties=species:S:1:pos:R:3
H 0.537 1.335 -0.621
H -0.473 -1.054 -1.628
C 1.767 1.121 0.268
H -0.135 -0.953 1.455
H -1.916 0.814 0.760
N 2.728 1.199 0.933
C -1.004 0.630 0.189
H -0.232 -2.502 -0.494
C -0.309 -1.429 -0.621
C -0.293 -0.612 0.438
O -0.672 1.451 -0.678
```

As for the largest force on an atom: 2.1 eV/A. For the HOMO-LUMO gap, the calculation gives 9.37 eV. As for the net charge: 0. Its LUMO energy is -0.96 eV. The spin multiplicity is 1. As for the energy relative to the best compared isomer or geometry (same formula, charge and spin): 354.1 kJ/mol.


[12]
C3HIO | the ωB97M-V functional and the def2-TZVPD basis

Structure (XYZ):
```
6
Properties=species:S:1:pos:R:3
O 0.704 -0.914 -2.041
H -1.055 2.561 1.483
C -0.710 1.660 0.959
C 0.475 -1.198 -0.912
C -0.144 0.801 0.354
I 0.731 -2.909 0.157
```

As for the largest force on an atom: 4.8 eV/A. For the HOMO-LUMO gap, the calculation gives 7.65 eV. As for the net charge: 0. Its LUMO energy is -2.09 eV. The spin multiplicity is 1. As for the energy relative to the best compared isomer or geometry (same formula, charge and spin): 335.3 kJ/mol.